A 17-piece molecular cluster, C36H108NO17 overall, computed with wB97M-V/def2-TZVPD.

- Molecular weight: 827.250 u
- Total charge: +1
- Spin multiplicity: 1
- Maximum force: 1.123 eV/Å
- HOMO level: -11.12 eV
- E: -75370.996 eV

```
162
Properties=species:S:1:pos:R:3:forces:R:3
O -8.971 -0.364 -5.198 -0.02 0.14 -0.24
O 3.720 -4.635 -2.475 0.27 0.39 -0.02
O -5.194 2.826 -3.651 0.28 0.01 0.24
O 1.799 4.175 7.254 0.13 -0.23 0.06
O -6.370 3.309 -7.637 0.35 0.07 0.01
O 2.105 2.733 4.866 0.10 -0.07 -0.15
O -1.084 -3.643 -3.280 0.46 -0.26 0.04
O -0.400 1.409 1.796 0.10 -0.29 -0.44
O 5.436 -8.315 -1.470 0.18 0.10 0.00
O -2.212 -0.873 -3.128 0.43 -0.10 -0.12
O 4.445 7.130 9.000 0.13 0.09 -0.07
O 2.148 3.467 -1.631 0.02 -0.26 -0.05
O -6.819 -4.198 -0.431 -0.11 -0.27 -0.06
O 9.298 -7.490 0.336 -0.13 -0.30 0.08
O 5.730 3.912 7.900 0.00 -0.15 -0.22
O -2.685 -2.358 0.143 0.10 -0.05 0.32
O -5.686 -5.382 -3.941 0.02 -0.03 -0.33
N 2.053 0.915 -2.793 -0.17 -0.14 0.72
C -6.681 0.913 -3.803 0.28 0.12 0.20
C 3.883 9.062 10.358 0.05 -0.01 0.04
C -8.514 -0.882 -6.447 -0.23 -0.30 0.18
C 0.571 0.700 -2.975 -0.78 0.50 -0.63
C -1.056 1.210 4.123 -0.07 -0.07 -0.05
C -1.767 1.561 -2.947 0.11 -0.12 -0.40
C 4.205 8.538 8.972 -0.26 -0.07 0.23
C 0.026 -3.961 -4.110 -0.19 0.44 0.12
C -6.608 4.717 -7.626 -0.31 -0.18 0.14
C 2.250 3.820 8.563 -0.22 0.21 0.19
C -5.247 -4.123 -4.439 -0.13 -0.03 0.54
C 4.801 -5.519 -2.797 -0.30 -0.28 0.03
C 7.996 -5.990 1.727 -0.09 -0.01 0.00
C -8.081 -2.683 0.980 -0.06 -0.01 -0.01
C 6.624 -9.067 -1.207 -0.21 -0.29 -0.06
C 7.366 5.685 8.125 0.08 -0.05 0.00
C 2.768 4.692 -2.060 0.23 0.26 0.25
C 1.132 3.968 9.577 -0.05 -0.01 -0.05
C 8.961 -7.160 1.681 0.08 0.32 -0.18
C -9.648 -1.537 -7.214 -0.03 0.05 -0.05
C -2.239 0.371 -3.820 -0.46 0.76 0.05
C -7.026 5.176 -6.243 0.02 0.00 0.05
C 3.392 3.043 4.343 -0.08 0.01 0.42
C 4.499 2.504 5.231 -0.09 -0.08 -0.06
C -0.289 1.977 -3.152 0.06 -0.37 0.35
C -3.706 -0.287 0.876 -0.02 0.04 0.07
C 1.245 -3.144 -3.715 0.08 -0.05 -0.05
C -7.143 -3.874 0.919 0.11 0.31 -0.13
C -6.355 2.211 -3.088 -0.04 -0.12 -0.39
C -4.103 -3.584 -3.601 -0.22 -0.05 -0.12
C 4.576 -6.165 -4.150 0.03 0.09 -0.06
C 6.183 5.148 7.345 0.05 0.07 0.18
C -2.499 -1.203 0.958 -0.15 0.09 -0.39
C 0.060 1.056 3.110 -0.04 0.31 0.15
C 3.976 5.018 -1.204 -0.01 -0.15 0.04
C 6.655 -10.331 -2.044 -0.02 0.00 -0.04
H 5.791 -10.964 -1.823 0.07 -0.05 0.07
H 0.284 3.339 9.306 0.05 -0.05 0.02
H 4.451 5.941 -1.534 -0.02 0.00 0.02
H -7.188 2.875 -7.382 -0.11 -0.06 -0.02
H -7.381 4.954 -8.364 0.05 0.14 0.00
H 4.407 1.421 5.334 0.02 0.00 -0.11
H -0.716 0.935 5.122 0.00 0.05 -0.01
H -3.756 -2.623 -3.982 0.01 0.02 0.04
H 3.101 4.454 8.826 0.09 -0.10 0.04
H -0.693 2.322 1.828 -0.07 0.12 0.11
H -4.606 -0.814 1.197 0.04 0.00 0.05
H 8.439 -5.106 1.260 0.04 0.02 0.09
H -10.451 -0.820 -7.393 0.06 0.03 -0.03
H 9.878 -6.928 2.232 -0.08 -0.04 0.14
H -8.104 -0.046 -7.016 0.00 0.05 0.12
H -7.621 -1.804 0.519 0.04 0.01 0.09
H -5.837 0.221 -3.737 -0.01 0.01 0.08
H 0.472 0.111 -3.898 0.12 0.03 0.38
H 5.106 9.013 8.585 0.03 -0.15 -0.05
H -6.869 1.091 -4.862 -0.14 0.01 0.04
H -4.417 -3.456 -2.560 -0.03 0.08 -0.02
H 7.721 6.626 7.701 -0.01 0.00 0.05
H 4.438 2.926 6.234 0.08 0.11 -0.05
H 6.662 -9.307 -0.139 0.17 0.01 -0.02
H 2.594 2.788 8.520 0.04 0.05 -0.16
H 5.476 4.083 8.810 0.05 0.04 0.15
H -0.071 2.751 -2.412 0.24 -0.25 -0.02
H -1.866 1.300 -1.876 -0.19 0.05 -0.33
H 1.509 -3.327 -2.673 0.02 -0.05 -0.02
H -1.594 -0.678 0.631 0.03 0.12 0.23
H 2.448 0.008 -2.545 0.34 -0.02 -0.27
H 4.686 -8.873 -1.251 -0.09 -0.08 0.02
H -3.572 0.596 1.503 -0.01 0.01 -0.05
H 3.455 2.595 3.348 -0.12 0.03 -0.02
H 5.399 -6.833 -4.407 -0.05 -0.03 0.01
H 7.564 -10.905 -1.853 -0.03 -0.01 0.00
H -6.251 4.929 -5.514 0.03 0.11 -0.01
H 6.464 4.960 6.308 -0.04 -0.20 0.05
H 3.062 4.562 -3.102 -0.12 -0.13 0.02
H -7.559 0.438 -3.372 -0.03 0.01 -0.09
H 2.309 1.586 -2.039 -0.47 0.18 -0.33
H 7.086 -6.224 1.172 0.00 -0.05 0.05
H 5.482 2.737 4.816 0.01 0.00 0.06
H -7.611 -4.752 1.361 0.06 -0.06 -0.12
H -3.282 0.560 -4.110 0.29 -0.08 -0.05
H 7.093 5.855 9.169 -0.06 0.12 -0.05
H -7.708 -1.600 -6.261 0.06 0.03 -0.15
H -9.301 -1.924 -8.173 -0.02 -0.03 0.03
H -3.875 0.039 -0.156 0.04 0.06 0.01
H 2.104 -3.388 -4.341 0.04 0.06 0.07
H -7.194 2.911 -3.155 -0.06 -0.07 0.11
H 3.710 10.139 10.340 -0.03 -0.03 0.02
H -6.395 -3.429 -0.819 0.08 0.10 -0.01
H -1.837 -0.698 -2.265 0.00 -0.11 0.37
H -5.684 5.208 -7.929 0.03 -0.15 -0.05
H 8.186 4.965 8.119 0.00 0.03 -0.08
H 5.359 5.861 7.355 0.09 0.10 -0.10
H -1.415 2.242 4.148 0.10 0.02 0.08
H 3.649 6.708 9.332 -0.09 -0.01 0.11
H 3.477 4.132 4.238 0.14 -0.01 -0.10
H -3.270 -4.280 -3.598 0.01 0.00 -0.04
H 1.471 3.689 10.576 -0.01 0.03 -0.01
H -6.217 -3.666 1.466 -0.06 -0.04 0.12
H -6.094 -3.425 -4.437 0.07 0.10 -0.14
H -0.072 2.421 -4.133 -0.30 -0.16 0.11
H 7.475 -8.432 -1.443 -0.11 0.12 0.08
H -10.075 -2.362 -6.639 0.08 -0.06 -0.04
H 5.719 -4.929 -2.803 -0.12 0.13 0.06
H -2.346 -1.541 1.983 0.05 -0.12 -0.08
H -7.941 4.668 -5.927 -0.05 0.08 -0.05
H -5.977 -5.254 -3.033 -0.03 -0.05 0.10
H -1.634 0.303 -4.740 -0.17 -0.06 0.20
H 2.482 1.274 -3.643 0.06 -0.12 -0.09
H -1.255 -2.702 -3.385 -0.31 0.12 -0.04
H 0.194 0.072 -2.161 0.44 0.27 0.07
H 9.707 -6.717 -0.059 0.08 0.08 -0.06
H -9.324 -1.100 -4.692 -0.10 -0.08 0.04
H 7.728 -5.742 2.756 0.01 0.03 -0.03
H -5.381 3.001 -4.579 -0.03 -0.01 -0.10
H -6.148 2.024 -2.034 0.11 0.13 -0.02
H -2.807 -2.044 -0.755 -0.16 -0.20 -0.25
H 0.770 5.000 9.608 0.06 0.00 0.07
H -8.338 -2.439 2.012 0.01 0.03 -0.03
H -2.457 2.396 -3.129 0.35 -0.08 0.08
H 2.029 5.496 -2.010 0.02 -0.02 -0.09
H 2.991 8.573 10.758 -0.05 0.08 -0.05
H -0.243 -3.769 -5.154 0.14 -0.12 -0.06
H -8.999 -2.892 0.429 0.00 -0.05 0.06
H 4.885 -6.278 -2.018 0.16 0.07 -0.14
H 1.505 5.088 7.282 -0.07 0.11 -0.11
H 0.226 -5.026 -3.998 -0.07 0.02 0.03
H 1.032 -2.072 -3.810 -0.06 -0.03 -0.14
H 3.646 -6.741 -4.153 0.07 -0.09 0.04
H 0.907 1.691 3.373 -0.06 -0.16 0.12
H 4.702 8.849 11.046 0.03 0.05 -0.05
H 8.508 -8.044 2.129 0.07 -0.06 -0.11
H 4.484 -5.403 -4.928 0.07 0.00 0.01
H 3.383 8.746 8.279 0.06 0.13 -0.02
H -4.928 -4.272 -5.471 -0.07 -0.11 0.02
H 1.878 3.582 -0.714 0.00 0.02 0.08
H 0.402 0.021 3.072 -0.06 0.02 -0.20
H 6.611 -10.086 -3.106 0.07 0.03 0.02
H 2.035 3.141 5.745 -0.04 0.08 -0.09
H 4.708 4.210 -1.252 0.02 0.05 -0.07
H -1.907 0.580 3.854 0.05 -0.05 0.03
H -7.200 6.253 -6.219 -0.02 -0.03 0.04
H 2.916 -5.158 -2.460 -0.07 -0.13 0.05
H 3.688 5.129 -0.156 -0.01 0.11 -0.03
```
Forces are in eV/Å.